C36H43BCaF5N6O2PTe as an isolated structure at a distorted geometry. Source: the OMol25 dataset; level of theory: ωB97M-V/def2-TZVPD.

CARTESIAN COORDINATES (ANGSTROEM)
1 Ca 0.543 -0.107 0.173
2 C -4.688 0.811 1.448
3 C -3.339 0.694 2.167
4 C -2.821 -0.732 2.095
5 C -2.377 1.699 1.597
6 C -2.568 3.092 1.607
7 C -1.494 3.596 0.919
8 N -0.724 2.570 0.519
9 N -1.259 1.384 0.950
10 B 0.603 2.757 -0.249
11 N 0.587 1.841 -1.565
12 C 1.195 2.180 -2.724
13 C 0.596 1.474 -3.747
14 C -0.416 0.708 -3.121
15 N -0.399 0.925 -1.814
16 C -1.476 -0.158 -3.735
17 C -0.897 -1.396 -4.420
18 C -2.301 0.676 -4.719
19 N 1.801 2.441 0.684
20 C 2.910 3.173 0.877
21 C 3.706 2.525 1.791
22 C 3.002 1.353 2.112
23 N 1.853 1.317 1.452
24 C 3.413 0.248 3.045
25 C 2.273 -0.733 3.302
26 C 3.945 0.826 4.356
27 H -5.387 0.064 1.828
28 H -4.555 0.643 0.377
29 H -5.134 1.796 1.582
30 H -3.493 0.956 3.219
31 H -2.690 -1.042 1.059
32 H -3.521 -1.418 2.574
33 H -1.855 -0.827 2.589
34 H -3.373 3.643 2.062
35 H -1.220 4.609 0.678
36 H 0.686 3.893 -0.619
37 H 1.980 2.918 -2.741
38 H 0.840 1.527 -4.795
39 H -2.128 -0.472 -2.916
40 H -0.238 -1.114 -5.243
41 H -1.707 -2.010 -4.819
42 H -0.311 -2.005 -3.731
43 H -1.674 1.042 -5.534
44 H -2.759 1.536 -4.227
45 H -3.094 0.066 -5.154
46 H 3.045 4.108 0.360
47 H 4.673 2.836 2.147
48 H 4.221 -0.301 2.552
49 H 1.407 -0.214 3.722
50 H 2.587 -1.506 4.006
51 H 1.978 -1.228 2.376
52 H 3.165 1.396 4.867
53 H 4.792 1.491 4.189
54 H 4.275 0.025 5.020
55 F 3.596 0.606 -3.475
56 Te 2.456 -0.368 -2.335
57 F 2.314 -1.395 -3.964
58 F 3.871 -1.547 -2.070
59 F 2.251 -1.280 0.004
60 F 3.415 0.781 -1.123
61 O 1.114 -3.232 -1.577
62 O -0.413 -2.019 0.505
63 P -0.563 -3.529 0.600
64 C -1.860 -4.041 -0.533
65 C -2.580 -3.046 -1.188
66 C -3.639 -3.387 -2.017
67 C -3.982 -4.720 -2.190
68 C -3.245 -5.717 -1.564
69 C -2.180 -5.380 -0.744
70 C 0.836 -4.604 0.253
71 C 1.504 -4.355 -0.927
72 C 2.497 -5.184 -1.405
73 C 2.836 -6.297 -0.649
74 C 2.206 -6.553 0.564
75 C 1.200 -5.711 1.017
76 C -1.032 -3.966 2.287
77 C -1.661 -5.164 2.626
78 C -1.949 -5.451 3.951
79 C -1.610 -4.547 4.949
80 C -0.984 -3.355 4.620
81 C -0.695 -3.066 3.294
82 H -2.297 -2.010 -1.051
83 H -4.199 -2.611 -2.522
84 H -4.820 -4.986 -2.821
85 H -3.499 -6.757 -1.718
86 H -1.577 -6.163 -0.299
87 H 1.520 -2.541 -1.024
88 H 2.996 -4.935 -2.332
89 H 3.610 -6.966 -1.004
90 H 2.498 -7.410 1.155
91 H 0.713 -5.908 1.963
92 H -1.939 -5.876 1.861
93 H -2.439 -6.382 4.204
94 H -1.838 -4.773 5.983
95 H -0.716 -2.647 5.394
96 H -0.203 -2.138 3.037

Properties
E_HOMO (Eh): -0.3215
Total energy (eV): -100359.7146
Orbital gap (eV): 9.042